{
  "formula": "C24H89N5O18",
  "method": "ωB97M-V/def2-TZVPD",
  "species": ["O", "O", "O", "O", "O", "O", "O", "O", "O", "O", "O", "O", "O", "O", "O", "O", "O", "O", "N", "N", "N", "N", "N", "C", "C", "C", "C", "C", "C", "C", "C", "C", "C", "C", "C", "C", "C", "C", "C", "C", "C", "C", "C", "C", "C", "C", "C", "H", "H", "H", "H", "H", "H", "H", "H", "H", "H", "H", "H", "H", "H", "H", "H", "H", "H", "H", "H", "H", "H", "H", "H", "H", "H", "H", "H", "H", "H", "H", "H", "H", "H", "H", "H", "H", "H", "H", "H", "H", "H", "H", "H", "H", "H", "H", "H", "H", "H", "H", "H", "H", "H", "H", "H", "H", "H", "H", "H", "H", "H", "H", "H", "H", "H", "H", "H", "H", "H", "H", "H", "H", "H", "H", "H", "H", "H", "H", "H", "H", "H", "H", "H", "H", "H", "H", "H", "H"],
  "positions_angstrom": [[-4.126951, -7.347384, -0.679485], [2.370679, 1.506086, -5.421235], [-1.143241, 0.685136, -2.570945], [0.670859, 0.638256, -0.693065], [4.248929, 7.075496, -1.606125], [2.678169, 2.947256, -3.043925], [0.033399, 1.687646, 4.002675], [-3.665281, -0.153944, -1.520875], [-4.614131, 3.254626, -0.890775], [1.269319, -1.729304, 2.954295], [0.740659, -0.785764, -4.165165], [-2.351201, 2.933516, -4.093735], [2.758709, 1.083996, 0.853565], [-4.365051, -2.826524, -1.131095], [-2.921831, -1.848204, 1.029045], [1.845999, -6.967354, 4.174575], [0.092939, -1.558104, 0.513115], [-1.405531, 0.061686, 2.288475], [1.415219, 6.279946, -2.031955], [-3.537901, 1.539456, 1.091845], [0.867719, -4.115154, 4.229975], [0.658069, 3.065396, 1.527205], [-3.372271, -4.494794, -3.049815], [-3.959261, 2.853176, 1.613485], [-4.277331, -6.043664, -1.167955], [2.041199, -8.182704, 4.923135], [-2.932941, 3.336276, 2.652865], [5.186609, 6.955666, -0.596695], [0.493869, -6.608434, 3.921095], [2.127389, 3.220126, 1.675365], [1.172899, -5.014104, 1.980455], [2.390069, 4.358346, -2.960105], [-4.047281, 3.706596, 0.347335], [1.033579, -1.902444, -3.464985], [-5.392511, -7.794964, -0.050905], [3.591139, -0.131034, 0.938785], [1.367679, 4.909436, -1.929715], [-1.815341, -5.336024, -1.410995], [-0.023981, 4.564326, -2.311935], [-3.071781, -5.652314, -2.193835], [5.284579, 5.438576, -0.209405], [2.468249, 4.357976, 2.707845], [3.457159, 2.454946, -1.971435], [2.400279, -1.807024, -2.778045], [2.956969, 1.931036, 1.967075], [-4.738751, 4.271266, -1.870555], [0.404469, -5.099354, 3.310725], [-1.963841, 3.599336, 2.228895], [0.669179, -4.393954, 5.180215], [1.597449, -8.977164, 4.323125], [4.011029, 2.203156, 2.021875], [-3.425191, 4.082176, 3.276895], [-2.796591, -6.546604, -2.752965], [0.672629, 1.116086, 4.428035], [2.185489, 4.054756, 3.715915], [-2.278221, 2.974856, -3.140225], [1.367289, 1.000556, -0.145385], [-2.689811, 2.543836, 3.360695], [3.541569, 4.480946, 2.852585], [-2.544761, -4.388444, -3.619035], [-3.691991, -2.923434, -0.457425], [-2.001731, 2.072666, -4.324075], [4.093549, 8.008166, -1.772195], [-2.971111, -0.217394, -2.176875], [2.269109, -1.136254, -1.928945], [-0.929141, -5.214964, -2.033965], [-5.464001, -7.540224, 1.006495], [-4.136171, -4.686584, -3.682085], [-4.418661, 4.683576, 0.656635], [-0.261921, 4.563196, -3.375645], [2.412969, 3.566646, 0.682145], [0.523499, -0.240644, -0.343695], [-4.077491, -3.399614, -1.841815], [1.858649, -1.191204, 3.482855], [2.780019, -2.753734, -2.393805], [3.558759, -0.760934, 0.049805], [3.083059, -0.714904, 1.706275], [1.864699, -4.249054, 4.320545], [5.821149, 5.364306, 0.736475], [4.815379, 7.645756, 0.160975], [2.497049, 2.260086, -5.997205], [-3.836141, 4.882276, -1.863365], [-3.300101, 0.409646, -0.838785], [0.034169, -6.648924, 4.908585], [4.600729, 0.137156, 1.250095], [1.103549, -2.503314, 3.492505], [-5.141161, -6.124734, -1.827745], [6.133189, 7.339016, -0.977625], [0.716449, -5.608204, 1.188745], [-3.049491, 4.081756, 0.119805], [1.872749, -8.164744, 5.999885], [-0.573921, 0.270276, -3.219015], [0.560139, -1.653694, 1.343065], [-2.609351, 1.647566, 0.709475], [1.183979, -3.998744, 1.584195], [0.612419, 2.355786, 0.809945], [-0.418771, 3.671716, -1.826665], [2.212199, 4.565926, -4.015275], [3.453179, 1.367776, -2.049805], [-6.255791, -7.499184, -0.647025], [-5.597311, 4.917096, -1.686475], [2.363459, 1.876746, -4.538745], [-0.933741, 0.739516, 2.772405], [-0.570551, 0.857166, -1.823505], [2.400779, 6.499356, -2.006865], [1.534809, -0.601904, -4.672225], [2.174959, -5.434744, 1.896505], [5.857529, 4.943656, -0.993555], [0.999199, -2.694974, -4.212515], [-0.801351, 5.119516, -1.787005], [0.393239, 2.663176, 2.415005], [-0.516261, -2.296174, 0.494255], [0.003279, -7.287404, 3.223645], [-4.680381, -5.339344, -0.440225], [1.492669, 4.636116, -0.881975], [2.502859, 1.471016, 2.844725], [0.178379, -2.123784, -2.826435], [-0.586811, -4.913284, 2.897375], [3.309529, 4.943666, -2.950465], [4.266999, 5.058176, -0.120485], [-0.717641, -0.487204, 1.911975], [-4.731211, 3.891716, -2.892315], [-2.458181, -1.100144, 1.405425], [-3.401081, 1.001226, 1.935465], [2.070299, 5.324036, 2.397255], [3.209599, -1.298514, -3.301985], [-2.989481, -2.475524, 1.748865], [-4.961851, 2.936676, 2.032945], [3.107829, -8.362554, 4.788745], [1.140889, 6.645726, -1.131375], [4.515329, 2.710876, -2.025135], [-1.787441, -4.507224, -0.703595], [-5.401911, -8.884104, -0.008475], [-1.581941, -6.167734, -0.746235], [-0.611521, 1.875736, 4.684535], [3.272909, 2.733416, -0.933835]],
  "atomic_forces_ev_per_a": [[-1.01, -0.98, 1.46], [0.02, -0.62, -0.51], [-0.99, 0.07, -0.59], [0.01, 0.83, -0.52], [-1.04, -0.14, -1.68], [-0.15, 0.86, 1.71], [0.10, 0.07, 0.26], [-0.35, -0.09, -0.12], [-0.34, -0.72, 1.10], [0.36, 1.20, -0.51], [-0.37, 2.52, -0.95], [-0.28, 0.62, -0.52], [1.50, -1.18, -0.35], [-0.85, -0.32, 0.54], [0.16, -0.85, -0.17], [0.04, 0.39, 0.16], [-0.05, -0.50, -0.14], [-0.25, -0.19, 0.15], [1.63, 3.81, 0.11], [-1.16, -0.07, 1.31], [0.83, 0.46, 1.15], [1.86, -0.10, 0.52], [0.01, -1.05, 0.07], [0.57, -0.66, -2.18], [-0.47, 0.11, -2.79], [1.12, 0.41, -1.89], [-0.80, 0.23, 0.09], [0.41, -0.56, 0.65], [0.24, 1.53, -0.04], [0.35, 1.51, 0.26], [0.43, -0.44, -0.83], [0.90, -0.48, -0.83], [1.16, 2.65, -0.55], [0.63, -2.37, -0.04], [1.51, -0.52, -0.49], [-1.49, 0.76, 0.88], [-0.87, -2.74, -1.06], [1.05, -0.42, 0.96], [-2.46, -1.73, 0.73], [-0.50, 0.28, 2.40], [0.15, 2.01, -0.11], [0.41, -1.20, -0.41], [1.07, -0.82, -0.07], [-0.44, 0.29, 1.25], [-1.50, 1.13, -1.05], [0.86, 0.28, 0.45], [0.68, -3.06, -1.36], [-0.18, 0.56, -0.18], [-1.08, 0.17, 0.32], [-0.59, -0.34, 0.72], [0.11, -0.15, 0.55], [0.57, 0.65, -0.08], [-0.59, -0.30, -0.12], [0.21, -0.24, 0.11], [-0.75, 0.22, 0.02], [0.06, -0.33, 0.23], [0.52, 0.04, 0.01], [-0.34, -0.46, -0.07], [0.29, 0.00, -0.53], [0.04, 0.45, -0.22], [0.13, 0.56, 0.14], [0.11, -0.26, 0.27], [-0.04, 0.05, -0.17], [0.33, 0.15, -0.10], [-0.13, -0.05, 0.34], [-0.03, 0.03, -0.33], [-0.02, 0.82, -0.12], [-0.20, -0.11, -0.12], [-1.15, 0.25, -0.05], [0.20, -0.02, 0.12], [0.54, 0.06, 0.07], [-0.38, -0.56, 0.12], [0.29, -0.03, -0.54], [0.17, 0.22, -0.03], [-0.11, -0.11, -0.11], [-0.03, 0.70, -0.33], [0.49, -0.33, 0.23], [0.72, 0.05, -0.62], [-0.06, -0.22, 0.01], [0.53, -0.44, 0.95], [0.00, 0.08, -0.15], [0.19, 0.44, 0.21], [-0.22, 0.26, 0.16], [-0.82, 0.17, -0.08], [0.04, -0.08, -0.20], [-0.57, -1.21, 0.73], [-0.36, 0.32, -0.60], [0.43, -0.14, 0.32], [-0.74, -0.04, 0.17], [0.91, -0.56, -0.28], [-0.75, 0.20, -0.14], [0.46, -0.13, -0.33], [0.75, -0.19, 0.60], [0.28, 0.17, -0.08], [0.10, 0.10, 0.20], [-1.00, -0.21, -0.10], [0.76, -1.30, -0.67], [-1.54, 0.30, 0.09], [-0.34, -0.04, 0.16], [0.04, 0.35, 0.13], [-0.16, 0.01, 0.00], [-0.04, 0.39, 0.63], [0.12, 0.32, 0.28], [0.46, 0.13, 0.38], [0.32, 0.61, -0.26], [-0.14, 0.78, -0.49], [0.37, 0.33, 0.92], [-0.25, -0.22, 0.07], [0.43, -0.86, 0.16], [0.39, 1.49, -0.18], [-0.69, -0.16, -0.17], [-0.60, -0.11, -0.34], [-0.01, -0.23, -0.01], [1.12, 0.47, 0.35], [0.69, -0.93, -0.01], [0.55, -0.21, 0.55], [0.32, 0.16, 0.63], [-0.56, 0.01, 1.12], [0.66, -0.18, 1.12], [0.13, -0.22, 0.00], [0.26, -0.11, -0.34], [-0.46, -0.65, 0.29], [-0.08, 0.57, 0.11], [0.11, -0.69, -0.27], [-0.30, -0.23, 0.21], [-0.23, -0.28, -0.86], [-0.16, -0.09, 0.34], [-0.07, -1.09, 0.27], [0.14, 0.01, 0.25], [-0.66, 0.42, -0.01], [0.35, 0.42, -0.76], [-0.75, 0.52, -0.36], [0.37, -0.09, -0.45], [-0.03, -0.44, -0.15], [-0.33, 0.19, 0.25], [-1.21, 0.20, -0.27]],
  "mulliken_charge": [-0.383, -0.708, -0.242, 1.711, -0.507, -0.177, -0.543, -0.596, -0.300, -0.509, -0.538, -0.689, -0.320, -0.578, -0.467, -0.305, -0.304, -0.752, -0.871, -0.358, -0.696, -0.084, -0.585, 0.213, -0.667, -0.819, -1.174, -0.428, -0.870, 2.730, -1.259, -1.213, -0.641, -0.212, -0.741, -0.638, 2.609, -1.441, -1.928, 0.084, -0.433, -1.825, -0.105, -0.749, -1.016, -0.829, 0.425, 0.284, 0.248, 0.343, 0.633, 0.451, 0.385, 0.215, 0.416, 0.282, -0.446, 0.172, 0.409, 0.244, 0.221, 0.338, 0.254, 0.332, -0.128, 0.488, 0.281, 0.220, 0.475, 0.396, -2.168, -0.038, 0.601, 0.195, 0.382, 0.179, 0.003, 0.297, 0.417, 0.334, 0.278, 0.307, 0.200, 0.461, 0.314, 0.349, 0.332, 0.261, 0.350, 0.093, 0.286, 0.241, 0.035, 0.124, 0.085, -0.187, -0.099, 0.315, 0.000, 0.325, 0.324, 0.547, 0.220, 0.014, 0.293, 0.210, 0.367, 0.301, 0.297, 0.467, 0.271, 0.031, 0.457, 0.569, -0.691, 0.061, 0.216, 0.194, 0.471, -0.226, 0.368, 0.285, 0.336, 0.079, 0.364, 0.470, 0.206, 0.512, 0.265, 0.355, 0.486, 0.097, 0.278, 0.406, 0.226, -0.184],
  "total_charge": 0,
  "homo_lumo_gap_ev": 7.4711,
  "lumo_energy_ev": -0.5,
  "max_force_ev_per_a": 4.1,
  "homo_ev": -8.0
}